1.
This record from OMol25 describes a molecular structure, C33H57FN2O2SiYb at a distorted geometry. The level of theory is ωB97M-V with the def2-TZVPD basis set.

Each line ends with the Mulliken charge.
Geometry (Å):
O (1.918314, -2.117308, -1.583966)  -0.12
O (0.842869, -0.792985, -3.213135)  0.38
C (3.258301, -2.424170, -1.012480)  -0.25
C (3.416798, -3.771521, -0.320588)  -1.21
H (3.444769, -1.610767, -0.305919)  0.25
H (3.994898, -2.336664, -1.812940)  0.40
H (2.979285, -3.726443, 0.683077)  0.20
H (4.482611, -3.994015, -0.136757)  0.42
H (3.014032, -4.626029, -0.890078)  0.26
C (0.784882, -2.921764, -1.073337)  0.24
C (0.361189, -3.980610, -2.051869)  -1.58
H (0.028877, -2.144690, -0.914039)  -0.11
H (1.079621, -3.357931, -0.117651)  0.50
H (0.086525, -3.527334, -3.005459)  0.15
H (-0.494432, -4.526150, -1.634721)  0.44
H (1.139291, -4.723496, -2.238334)  0.22
C (-0.507200, -0.225110, -3.721764)  -0.09
C (1.941931, -0.895694, -4.200565)  -0.26
C (-1.644507, -1.026062, -3.167362)  -0.95
H (-0.462480, -0.317531, -4.821761)  0.65
H (-0.500107, 0.823163, -3.423354)  -0.05
H (-1.585027, -2.076379, -3.486346)  0.34
H (-2.573133, -0.592873, -3.563308)  0.51
H (-1.734647, -0.972055, -2.071311)  -0.15
C (1.647685, -2.174484, -4.950874)  -1.15
H (2.813769, -0.933080, -3.552462)  -0.04
H (1.886686, 0.013584, -4.810318)  0.50
H (1.680791, -3.057162, -4.292556)  0.24
H (2.405738, -2.246990, -5.732241)  0.50
H (0.660820, -2.088468, -5.432267)  0.31
H (1.228055, -1.475322, -2.487537)  0.23
N (-0.888070, -0.097397, 3.043194)  1.12
C (-1.660448, 0.368968, 4.019787)  0.93
C (-2.520151, 1.479227, 3.921443)  -1.55
C (-2.808184, 2.223941, 2.763584)  1.24
C (-1.678243, -0.382117, 5.330898)  -1.61
H (-0.684269, -0.775403, 5.577821)  0.28
H (-2.390893, -1.221193, 5.279190)  0.21
H (-1.998712, 0.294775, 6.130693)  0.50
C (-3.942402, 3.207520, 2.776804)  -1.57
H (-4.617545, 3.053371, 1.921670)  0.28
H (-3.561669, 4.238581, 2.775081)  0.24
H (-4.492081, 3.035931, 3.706336)  0.48
N (-2.082163, 2.090953, 1.672674)  1.07
C (-0.349046, -1.393919, 2.956340)  -0.39
C (1.045385, -1.594377, 3.125461)  1.47
C (1.994069, -0.443688, 3.318991)  -1.93
C (1.522633, -2.905366, 3.132442)  -0.87
H (2.586066, -3.064651, 3.329752)  0.52
C (0.649173, -3.981350, 2.920556)  -0.93
H (1.038433, -4.994858, 2.947224)  0.47
C (-0.710829, -3.761323, 2.672441)  -0.94
H (-1.386755, -4.591860, 2.495107)  0.46
C (-1.220549, -2.467782, 2.666178)  1.14
C (-2.677837, -2.230289, 2.412537)  -1.59
C (-2.189916, 2.715380, 0.428229)  -0.72
C (-1.531843, 3.952656, 0.203067)  0.96
C (-0.923614, 4.689667, 1.356004)  -1.26
C (-1.453651, 4.422022, -1.100017)  -0.42
H (-0.952367, 5.375602, -1.260610)  0.42
C (-2.024539, 3.721150, -2.157154)  -1.23
H (-1.927797, 4.105024, -3.166383)  0.38
C (-2.691246, 2.520410, -1.919747)  -0.43
H (-3.122076, 1.962417, -2.753328)  0.52
C (-2.790123, 1.997583, -0.642108)  0.55
C (-3.469859, 0.684211, -0.371172)  -0.98
Yb (0.050086, 1.334660, 1.517737)  0.37
H (2.620453, -0.277766, 2.424875)  0.18
H (2.698505, -0.675211, 4.130750)  0.54
H (1.518417, 0.517498, 3.581106)  0.47
H (-2.873798, -1.360232, 1.765622)  0.09
H (-3.243430, -2.068664, 3.345550)  0.27
H (-3.109176, -3.113087, 1.919330)  0.47
H (-0.388274, 5.576965, 0.987451)  0.41
H (-0.168011, 4.073709, 1.896505)  0.27
H (-1.669146, 5.001100, 2.111740)  0.19
H (-3.929816, 0.636573, 0.628206)  0.35
H (-2.761253, -0.161154, -0.434590)  -0.24
H (-4.254105, 0.499086, -1.123127)  0.51
H (-3.102382, 1.744337, 4.803653)  0.41
C (0.914475, 0.682220, -0.350941)  1.38
Si (2.109837, 1.780405, -1.202386)  0.28
H (-0.088440, 0.478909, -0.775492)  -0.60
H (1.258267, -0.320642, -0.045510)  -0.77
C (3.851840, 1.094734, -1.614788)  -1.09
C (2.357616, 3.127193, 0.036948)  -1.43
C (1.469539, 2.606276, -2.783146)  -0.66
H (2.057093, 3.525291, -2.924358)  0.49
H (0.420274, 2.909443, -2.654433)  -0.15
H (1.583438, 2.023127, -3.708029)  0.22
H (4.484287, 1.102701, -0.711984)  0.39
H (4.349538, 1.747313, -2.350032)  0.37
H (3.870184, 0.085116, -2.054434)  0.10
H (2.164785, 2.814095, 1.069624)  0.43
H (1.693082, 3.951701, -0.196409)  0.27
H (3.375430, 3.508149, -0.018355)  0.50
F (1.055593, 2.748661, 2.558122)  -0.69

Forces on atoms 1 to 2 (eV/Å):
O 0.1 -2.2 0.9
O -0.6 1.3 -1.4

The value obtained for the LUMO energy (alpha / beta) is -1.804 / -1.804 eV. The value obtained for the HOMO energy (alpha / beta) is -10.06 / -10.07 eV. The value obtained for the maximum force is 3.350 eV/Å. As for the total charge: +1. The value obtained for the orbital gap (alpha / beta) is 8.259 / 8.261 eV. The multiplicity is 2.


2.
This record from OMol25 describes 5 unconnected molecules or ions with the total composition C33H58BN4O16PS4 at a distorted geometry. The level of theory is ωB97M-V with the def2-TZVPD basis set.

Each line ends with the Mulliken charge.
Geometry (Å):
C (-1.430401, 1.977600, 3.253257)  -1.32
C (-0.909025, 2.574439, 1.973043)  0.97
O (-1.153259, 3.720389, 1.660521)  -0.62
N (-0.134935, 1.755876, 1.130841)  0.58
C (-0.004350, 0.337429, 1.487833)  -1.56
C (-0.526579, 1.919945, -0.243602)  -0.84
C (-1.822679, 1.651027, -0.637370)  -0.28
C (-2.248088, 1.830661, -1.946266)  0.39
C (-3.685684, 1.458560, -2.247827)  -1.02
N (-4.590628, 1.949828, -1.202120)  -0.35
C (-1.346674, 2.303604, -2.904646)  0.33
P (-1.819739, 2.523391, -4.640508)  0.22
N (-1.707596, 1.238127, -5.526272)  -0.74
C (-0.023106, 2.582302, -2.505454)  1.20
C (0.386375, 2.375902, -1.185931)  -0.36
C (1.807090, 2.669645, -0.824616)  -0.16
O (2.460785, 1.971315, -0.081393)  -0.68
C (2.368264, 3.871364, -1.492368)  0.34
C (3.264905, 4.716847, -0.840036)  0.35
B (3.780796, 4.387024, 0.615220)  1.00
O (2.928777, 4.584086, 1.649975)  -0.49
N (5.153660, 3.908176, 0.905807)  -0.17
C (5.517973, 2.716987, 0.128779)  -0.93
C (6.132274, 4.963774, 0.624654)  -1.17
C (3.683651, 5.851969, -1.535841)  -1.09
C (3.259177, 6.138012, -2.834779)  0.80
C (3.711661, 7.397471, -3.520139)  -1.61
C (2.403714, 5.244482, -3.471808)  -0.99
C (1.953352, 4.120221, -2.794041)  0.95
C (1.011191, 3.153593, -3.429700)  -0.80
O (1.096143, 2.853943, -4.601095)  -0.56
H (-2.227922, 1.271386, 3.009932)  0.30
H (-0.678705, 1.441720, 3.826655)  0.35
H (-1.864233, 2.784885, 3.836207)  0.38
H (-0.947745, -0.150440, 1.738046)  0.39
H (0.667151, 0.242931, 2.341211)  0.42
H (0.470775, -0.199477, 0.672318)  0.57
H (-2.553820, 1.318661, 0.087498)  0.53
H (-3.767740, 0.372756, -2.302419)  0.35
H (-3.975001, 1.835192, -3.227722)  0.38
H (-4.969018, 2.846322, -1.477428)  0.08
H (-5.369771, 1.319724, -1.073563)  0.21
H (-1.081487, 3.640814, -5.043603)  0.03
H (-3.133736, 2.999286, -4.528655)  0.09
H (-1.079766, 1.354349, -6.310265)  0.26
H (3.294877, 4.165750, 2.439100)  0.32
H (6.582958, 2.520145, 0.269798)  0.35
H (5.354305, 2.846428, -0.949347)  0.29
H (4.964489, 1.847652, 0.471658)  0.22
H (6.210139, 5.194625, -0.445782)  0.35
H (7.118484, 4.626051, 0.949258)  0.32
H (5.897120, 5.867285, 1.187665)  0.31
H (4.353034, 6.556878, -1.055398)  0.55
H (4.754317, 7.609399, -3.290035)  0.39
H (3.124892, 8.243204, -3.154659)  0.32
H (3.575333, 7.339335, -4.597124)  0.37
H (2.084214, 5.430054, -4.489866)  0.46
O (0.862541, -2.470242, -0.061836)  -0.64
S (0.423712, -3.640351, 0.638725)  1.24
O (0.193153, -3.565786, 2.049305)  -0.51
O (1.415673, -4.829037, 0.310105)  -0.33
C (2.831186, -4.591670, 0.516838)  -0.18
C (3.225276, -4.651652, 1.977696)  -1.03
C (-1.000390, -4.302904, -0.148748)  -1.08
H (3.104270, -3.636680, 0.065835)  0.28
H (3.326981, -5.385404, -0.038576)  0.19
H (2.795880, -3.826054, 2.543584)  0.30
H (4.310988, -4.601270, 2.060422)  0.39
H (2.879675, -5.582504, 2.426629)  0.27
H (-0.810725, -4.368887, -1.216074)  0.35
H (-1.818031, -3.615191, 0.055774)  0.38
H (-1.212161, -5.279661, 0.277420)  0.36
O (-7.332825, 4.084753, -1.774094)  -0.66
S (-7.638524, 3.801776, -0.401846)  1.24
O (-7.661843, 2.439871, 0.037905)  -0.61
O (-9.006455, 4.508930, -0.029992)  -0.28
C (-10.143237, 4.263135, -0.894961)  -0.35
C (-10.769925, 2.904327, -0.667597)  -0.98
C (-6.586016, 4.733839, 0.651209)  -0.89
H (-9.833090, 4.399638, -1.931400)  0.34
H (-10.840488, 5.060275, -0.647547)  0.28
H (-10.103419, 2.100102, -0.974078)  0.30
H (-11.690316, 2.829831, -1.246983)  0.38
H (-11.003635, 2.762454, 0.387171)  0.26
H (-6.590777, 5.769678, 0.324684)  0.33
H (-5.590089, 4.302930, 0.558648)  0.33
H (-6.944183, 4.638935, 1.672464)  0.33
O (-4.501635, -5.595316, 4.837690)  -0.65
S (-4.156009, -4.329039, 5.410242)  1.19
O (-3.850318, -3.231147, 4.545723)  -0.56
O (-2.976846, -4.542759, 6.448124)  -0.25
C (-1.805437, -5.265108, 5.989313)  -0.44
C (-0.908322, -4.425773, 5.107628)  -0.81
C (-5.384328, -3.832798, 6.565625)  -0.95
H (-2.130104, -6.176629, 5.486196)  0.34
H (-1.297097, -5.556554, 6.905935)  0.27
H (-1.385511, -4.185564, 4.160176)  0.22
H (0.011863, -4.968638, 4.891987)  0.40
H (-0.655751, -3.486277, 5.599148)  0.26
H (-5.594983, -4.663883, 7.232181)  0.32
H (-6.267215, -3.569390, 5.987846)  0.37
H (-5.017300, -2.969400, 7.113279)  0.31
O (7.922581, -6.099199, -1.278611)  -0.66
S (6.627315, -6.316503, -1.846864)  1.27
O (5.570941, -6.829079, -1.026447)  -0.59
O (6.780349, -7.220349, -3.140157)  -0.27
C (7.513749, -8.462776, -3.004216)  -0.39
C (6.706856, -9.548713, -2.325525)  -0.96
C (6.071813, -4.856651, -2.653496)  -0.96
H (8.449245, -8.263887, -2.480391)  0.34
H (7.756544, -8.739651, -4.027558)  0.27
H (6.514753, -9.310414, -1.280850)  0.29
H (7.257365, -10.488577, -2.369766)  0.38
H (5.745759, -9.678298, -2.822329)  0.26
H (6.866290, -4.486612, -3.294706)  0.33
H (5.842973, -4.135456, -1.871988)  0.36
H (5.179073, -5.091650, -3.226463)  0.32

Forces on atoms 1 to 2 (eV/Å):
C -0.1 0.1 0.0
C 0.5 0.2 -0.1

The value obtained for the LUMO energy is -0.431 eV. The value obtained for the HOMO energy is -8.21 eV. The value obtained for the maximum force is 1.412 eV/Å. The value obtained for the orbital gap is 7.778 eV. Its SMILES is CC(=O)N(C)c1cc(CN)c([PH2]=N)c2c1C(=O)c1c(B(O)N(C)C)cc(C)cc1C2=O.CCOS(C)(=O)=O.CCOS(C)(=O)=O.CCOS(C)(=O)=O.CCOS(C)(=O)=O. The multiplicity is 1.